# C12H16ClNaO16

C12H16ClNaO16 as an isolated structure (wB97M-V/def2-TZVPD, the OMol25 dataset).

CARTESIAN COORDINATES (ANGSTROEM)
Na (14.67, 12.46, -16.26)
Cl (11.30, 12.99, -17.27)
O (10.71, 13.82, -18.35)
O (11.74, 13.76, -16.11)
O (10.34, 11.95, -16.99)
O (12.42, 12.24, -17.72)
C (8.38, 14.83, -16.08)
C (9.19, 16.04, -16.25)
O (8.47, 17.04, -15.54)
C (7.31, 16.50, -15.17)
O (6.52, 17.13, -14.44)
O (7.13, 15.26, -15.56)
H (8.94, 14.24, -15.35)
H (8.28, 14.37, -17.07)
H (9.20, 16.33, -17.31)
H (10.16, 15.81, -15.83)
C (7.83, 11.37, -19.19)
C (8.16, 10.03, -19.75)
O (6.91, 9.32, -19.44)
C (5.93, 10.13, -19.27)
O (4.75, 9.79, -19.01)
O (6.44, 11.40, -19.00)
H (8.19, 12.07, -19.94)
H (8.34, 11.55, -18.24)
H (8.86, 9.47, -19.15)
H (8.48, 9.89, -20.78)
C (11.16, 10.88, -21.79)
C (12.43, 10.60, -20.82)
O (13.41, 11.35, -21.41)
C (13.08, 11.76, -22.61)
O (13.76, 12.54, -23.30)
O (11.84, 11.23, -22.97)
H (10.57, 11.66, -21.31)
H (10.54, 10.01, -22.03)
H (12.59, 9.52, -20.89)
H (12.04, 10.92, -19.85)
C (11.36, 8.56, -16.19)
C (11.87, 7.84, -17.41)
O (12.98, 8.68, -17.67)
C (13.49, 9.21, -16.53)
O (14.65, 9.76, -16.41)
O (12.62, 9.08, -15.61)
H (10.91, 7.90, -15.45)
H (10.61, 9.31, -16.44)
H (11.18, 7.83, -18.25)
H (12.11, 6.79, -17.24)

Results
- spin multiplicity = 2
- charge = +1
- HOMO energy (spin up / spin down) (hartree) = -0.461 / -0.461
- energy (a.u.) = -2292.5585
- HOMO-LUMO gap (spin up / spin down) (eV) = 8.6 / 2.7